This record from the Open Molecules 2025 dataset describes a molecular structure, C16H13NO6PtS2. The level of theory is ωB97M-V/def2-TZVPD.

The geometry in XYZ format:
```
39
C16H13NO6PtS2 ωB97M-V/def2-TZVPD
Pt -1.67055 0.29504 1.48731
O -0.60601 1.69936 0.39111
C -0.81021 1.27522 -0.82697
O -0.14676 0.45078 -1.44088
C -1.95481 1.96922 -1.52918
C -1.72847 2.66368 -2.70593
C -2.76084 3.32365 -3.36373
C -4.04200 3.25720 -2.83180
C -4.28196 2.55412 -1.66209
C -3.24859 1.90200 -0.97913
S -3.59433 1.04299 0.49894
H -0.72255 2.67246 -3.11132
H -2.56745 3.87410 -4.27756
H -4.86650 3.75486 -3.33287
H -5.28612 2.50182 -1.25570
C 3.71457 -2.35248 -2.21084
C 3.19203 -1.75627 -0.93089
C 3.04864 -2.53143 0.21553
C 2.51226 -1.99119 1.37536
C 2.10817 -0.66309 1.39528
C 2.25365 0.12447 0.26483
C 2.79811 -0.42395 -0.88385
S 1.36035 0.01541 2.86878
O 1.99747 -0.71079 3.95549
O 1.56364 1.43918 2.78495
N -0.19303 -0.30594 2.84809
C -0.53589 -1.66198 3.29001
C -2.05236 -1.88126 3.27083
O -2.55524 -2.76209 3.96106
O -2.72545 -1.13019 2.45937
H 4.10735 -3.35774 -2.04702
H 4.51316 -1.74424 -2.64225
H 2.91933 -2.42211 -2.95690
H 3.35785 -3.57206 0.19998
H 2.42392 -2.58564 2.27530
H 1.90152 1.14585 0.29074
H 2.87168 0.18560 -1.77764
H -0.18240 -1.85861 4.30137
H -0.11220 -2.43597 2.63222
```

## Properties
- Charge: -2
- Relative energy (zero: lowest compared OMol25 entry of this formula, charge and spin): 8.5 kcal/mol
- Maximum force: 0.58 eV Å⁻¹
- HOMO-LUMO gap: 5.996 eV



This record from the Open Molecules 2025 dataset describes a molecular structure, C8H17CsF3NO3 at a distorted geometry. The level of theory is ωB97M-V/def2-TZVPD.

The geometry in XYZ format:
```
33
C8H17CsF3NO3 ωB97M-V/def2-TZVPD
Cs -0.29373 0.53835 -3.60668
C 1.83587 4.50204 -0.26938
O 2.04222 5.44434 0.80980
O 0.53587 4.64359 -0.80761
C 3.10796 4.36573 -1.23854
F 4.18045 3.75228 -0.65041
F 2.79096 3.36004 -2.04253
F 3.48921 5.43352 -1.91246
C 2.47944 5.00070 2.09139
C 2.71633 6.23779 2.76729
H 1.83194 6.79020 2.44980
H 2.69191 6.07645 3.84501
H 3.67801 6.65631 2.47046
H 3.46528 4.55269 2.21594
H 1.68080 4.47929 2.61902
H 1.82510 3.58596 0.32120
C -0.36290 -4.70503 -1.36209
C -1.87629 -4.47718 -1.48958
C -2.51029 -4.05069 -0.15154
O -2.98146 -5.30165 0.41619
C -3.77257 -4.99939 1.54970
N -2.05337 -3.36750 -2.46542
H 0.27453 -3.90713 -0.98113
H 0.08063 -5.09400 -2.27865
H -0.21612 -5.48847 -0.61860
H -2.39294 -5.39714 -1.76317
H -3.44376 -3.55162 -0.41169
H -1.82022 -3.49850 0.48642
H -4.65086 -4.35825 1.47453
H -3.27887 -4.41237 2.32415
H -4.05030 -5.94007 2.02517
H -3.00329 -3.02435 -2.46350
H -1.99951 -3.84600 -3.35325
```

## Properties
- Relative energy (zero: lowest compared OMol25 entry of this formula, charge and spin): 92.1 kcal/mol
- Maximum force: 3.85 eV Å⁻¹
- HOMO-LUMO gap: 4.187 eV



This record from the Open Molecules 2025 dataset describes C6H10O2 in the gas phase at a distorted geometry. The level of theory is ωB97M-V/def2-TZVPD.

The geometry in XYZ format:
```
18
C6H10O2 ωB97M-V/def2-TZVPD
C 0.42898 -1.12989 1.20668
C -0.67512 -0.34249 0.53206
C -1.45839 -1.10831 -0.50111
C 0.25445 1.01302 -0.20234
C 1.19513 0.82637 -1.35384
O -0.94932 1.72475 -0.35055
C 0.40592 2.06454 0.70879
O 0.74659 2.46743 1.76385
H 1.10607 -1.56906 0.47539
H 0.98385 -0.49441 1.89450
H -0.03918 -1.95111 1.75690
H -1.32045 0.12247 1.27469
H -1.87449 -2.00231 -0.02845
H -2.26173 -0.50635 -0.91457
H -0.80997 -1.44868 -1.30725
H 1.30808 1.75456 -1.91666
H 2.17069 0.49623 -0.99513
H 0.78889 0.08324 -2.04295
```

## Properties
- Relative energy (zero: lowest compared OMol25 entry of this formula, charge and spin): 87.9 kcal/mol
- Maximum force: 4.58 eV Å⁻¹
- Structure (SMILES): CC(C)[C@@]1(C)OC1=O
- HOMO-LUMO gap: 8.515 eV



This record from the Open Molecules 2025 dataset describes 2 unconnected molecules or ions with the total composition C2H6ClPS2 at a distorted geometry. The level of theory is ωB97M-V/def2-TZVPD.

The geometry in XYZ format:
```
12
C2H6ClPS2 ωB97M-V/def2-TZVPD
C 0.90715 -0.08226 -0.20870
C -0.58385 -0.05286 -0.81259
P -1.84990 -0.63071 0.30908
S -1.85134 -2.47782 0.63687
S -1.98028 0.73909 1.86317
Cl -4.12795 0.99690 -1.51888
H 1.13179 -1.08524 0.28926
H 1.65923 0.34390 -0.90335
H 0.75905 0.45378 0.76691
H -0.64968 -0.77728 -1.73510
H -0.87605 0.86237 -1.37170
H -2.97176 1.47629 1.45870
```

## Properties
- Relative energy (zero: lowest compared OMol25 entry of this formula, charge and spin): 65.6 kcal/mol
- Maximum force: 3.86 eV Å⁻¹
- HOMO-LUMO gap (spin up / spin down): 6.030 / 6.004 eV



This record from the Open Molecules 2025 dataset describes a molecular structure, CHBr3 at a distorted geometry. The level of theory is ωB97M-V/def2-TZVPD.

The geometry in XYZ format:
```
5
CHBr3 ωB97M-V/def2-TZVPD
C 0.07132 0.10876 0.03855
Br -1.77944 0.73158 -0.20576
Br 0.77722 -0.74790 -1.54705
Br 0.23405 -1.08316 1.53801
H 0.69685 0.99072 0.17625
```

## Properties
- Expectation value of S²: 0.756
- Charge: +1
- Relative energy (zero: lowest compared OMol25 entry of this formula, charge and spin): 0.0 kcal/mol
- Maximum force: 1.44 eV Å⁻¹
- HOMO-LUMO gap (spin up / spin down): 10.910 / 5.187 eV
- 2S+1: 2



This record from the Open Molecules 2025 dataset describes 2 unconnected molecules or ions with the total composition C5H9O at a distorted geometry. The level of theory is ωB97M-V/def2-TZVPD.

The geometry in XYZ format:
```
15
C5H9O ωB97M-V/def2-TZVPD
C 1.90712 -1.10845 0.88238
C -1.57282 0.52690 0.23433
C 1.95717 -0.02445 0.24459
C -2.71375 -0.38230 0.09028
C 1.94037 0.96205 -0.74297
O -0.43500 0.16670 -0.11316
H 1.05111 -1.64627 1.22871
H 2.85315 -1.38061 1.14603
H -1.72066 1.54197 0.60408
H -3.68025 0.07551 -0.15337
H -2.34865 -0.99905 -0.81016
H -2.87605 -1.09741 0.90105
H 1.00752 0.64268 -1.38582
H 1.82725 1.99993 -0.74036
H 2.80349 0.72280 -1.38562
```

## Properties
- Charge: +1
- Relative energy (zero: lowest compared OMol25 entry of this formula, charge and spin): 58.3 kcal/mol
- Maximum force: 3.61 eV Å⁻¹
- HOMO-LUMO gap: 8.576 eV